Below is a cluster of 9 separate species, C46H118N8O15 in total, with properties calculated with wB97M-V/def2-TZVPD.

XYZ file:
```
187
C46H118N8O15 wB97M-V/def2-TZVPD
C -14.7333 -22.4335 17.1468
C -10.8949 -16.1592 17.1767
H -14.5684 -5.2365 15.5757
C -4.3229 -12.6514 12.5963
H -2.4893 -22.4361 16.3504
H -4.1748 -12.3892 10.3813
H -17.8155 -15.7940 23.0715
C -2.9229 -16.1065 22.3037
H -4.5981 -23.8348 13.4409
C -9.1301 -7.7431 16.4202
H -11.0167 -16.2030 20.6577
C -7.5704 -18.7798 7.5409
C -13.6087 -4.7883 15.8331
H -13.4173 -6.2541 22.8891
O -8.3443 -18.3645 5.1854
H -4.5472 -16.9879 23.9166
H -7.5085 -12.6797 9.2466
C -13.6066 -24.3499 16.1702
C -15.1338 -19.2652 23.8039
H -2.2234 -16.9166 22.0975
H -6.7444 -17.5856 4.1019
C -17.6214 -2.6045 21.5666
O -8.8783 -20.5146 10.6906
H -6.8017 -19.7161 5.6943
C -16.1988 -3.3594 23.3071
N -7.0448 -19.7916 8.3775
H -10.6056 -15.1670 14.8914
H -6.6987 -12.3760 11.7503
C -8.3151 -19.2475 10.4825
H -15.4110 -8.3398 23.7176
C -16.5280 -18.5829 14.7116
H -2.8106 -15.7002 23.3089
N -15.6676 -20.3892 16.0990
H -3.2434 -12.5016 12.6094
H -13.7864 -25.0997 15.3997
H -8.3738 -20.1899 6.0781
H -8.5085 -18.3906 7.9367
H -17.0931 -19.3117 22.9864
C -15.0265 -4.3399 23.6253
H -9.9529 -16.7068 17.1490
H -7.0812 -22.0389 18.5545
O -5.7318 -22.7552 17.1742
H -4.4276 -24.6649 15.6610
H -7.8234 -10.4134 9.1320
H -14.3299 -9.9278 21.5241
C -7.7306 -19.3100 6.0947
C -6.9350 -19.3124 9.7524
C -14.2651 -6.5182 23.5213
H -10.0891 -10.2559 11.8851
H -5.0404 -21.6283 15.5223
C -12.5790 -6.6098 16.8700
H -6.2186 -22.7731 15.1644
O -5.0274 -11.9405 13.6596
O -15.6584 -19.1103 13.6836
H -4.8322 -13.3379 15.2487
C -6.7377 -12.0786 9.7289
H -14.8584 -25.5337 23.4263
H -7.1157 -16.8688 5.6616
C -11.5950 -16.3170 18.5487
H -7.7194 -20.5418 8.3284
H -14.2822 -18.6046 23.9670
O -14.9200 -8.0048 21.7569
H -3.0105 -24.2796 13.7457
H -15.6743 -5.6204 22.3236
N -10.2750 -6.8812 16.6238
C -16.2788 -18.5872 22.9782
H -10.5055 -21.4033 11.7040
H -7.3448 -21.4017 16.9109
C -13.5321 -21.1236 23.8975
H -17.0519 -3.5950 23.9435
H -4.3483 -13.7393 12.6595
H -6.9781 -5.4948 13.1477
O -4.5833 -17.4842 23.0957
O -16.5988 -3.5798 21.9281
H -10.3247 -6.1671 15.9113
H -14.1505 -3.9225 23.1289
C -16.8925 -19.7255 15.6835
N -11.9174 -17.7171 18.7926
O -8.5206 -11.0787 10.8572
H -9.7177 -16.4421 19.5434
H -9.0212 -14.9023 15.5722
C -4.5367 -12.3366 14.9354
H -17.5270 -19.4149 16.5136
H -12.4006 -22.9864 23.7876
H -6.3590 -20.0254 10.3422
C -14.5837 -7.9458 23.1272
H -9.6964 -9.4159 10.4032
H -14.9420 -23.0826 17.9972
C -6.9049 -5.6946 14.2167
H -10.4674 -14.8165 19.5398
C -15.9754 -21.5517 16.9590
O -8.0074 -6.5218 14.6434
C -11.4935 -7.6233 16.7422
O -16.7062 -17.4188 23.5679
H -15.3288 -9.3660 20.2269
H -6.9152 -17.9223 7.3872
C -15.4072 -18.1178 12.6614
H -13.7927 -21.9408 17.3931
H -6.0307 -12.0035 8.9027
H -17.4478 -20.4429 15.0792
H -14.8604 -4.2626 24.6998
H -12.6237 -23.9559 15.9117
H -2.7177 -15.2733 21.6316
H -8.1616 -16.5566 4.3025
H -18.7535 -17.2487 23.1921
H -13.7273 -24.9784 22.2704
H -16.1021 -9.7632 21.7067
H -10.1567 -19.8358 12.2348
H -13.5582 -7.0880 16.8466
H -2.0130 -24.0089 15.8011
H -12.6313 -20.5879 23.5979
H -15.5377 -19.5278 24.7816
C -10.1733 -20.4366 11.3255
H -9.2160 -8.5142 15.6547
C -6.5924 -21.6931 17.6438
C -10.6422 -15.8824 19.6856
C -7.4263 -10.7451 10.0914
O -10.7030 -14.7794 16.8418
H -11.6093 -8.1731 17.6762
H -11.5490 -16.5829 16.4147
H -12.4567 -15.6550 18.6347
H -4.8586 -11.0653 11.3064
N -15.4150 -5.6772 23.2981
C -4.8606 -12.1495 11.1938
C -13.9838 -24.8910 23.3262
N -3.7683 -23.6576 13.9888
H -15.9120 -2.3159 23.4374
H -8.9570 -8.2426 17.3735
H -13.3778 -4.0894 15.0292
H -9.0258 -18.6473 9.9145
O -14.3418 -23.5582 23.7711
C -4.4324 -16.4999 22.1225
H -16.2995 -17.9610 12.0553
H -16.0351 -18.3988 21.9326
C -5.3196 -22.6527 15.7688
C -10.0649 -14.5968 15.6468
H -13.5928 -24.8578 17.1345
H -8.6761 -9.2890 11.9035
H -18.4883 -2.6541 22.2254
C -9.2592 -9.9405 11.2527
H -6.7787 -10.0234 10.5892
C -17.8051 -16.8559 22.8258
H -14.6278 -18.5106 12.0086
H -2.9871 -23.9209 17.1698
H -13.2103 -22.5768 22.3177
H -3.4501 -12.3483 15.0208
C -7.5593 -17.3300 4.7792
H -15.4087 -21.2497 23.4460
C -15.1975 -9.3047 21.3072
H -5.9295 -6.1463 14.3973
H -7.6088 -6.0661 16.6040
H -8.0896 -18.7330 11.4166
H -12.3042 -17.8082 19.7211
H -6.9612 -7.5796 16.0567
C -4.1639 -23.6481 15.3702
N -14.7079 -20.5596 23.2166
H -17.7503 -16.9631 21.7424
H -16.7850 -22.1277 16.5108
H -6.8314 -4.7748 14.7969
H -6.4450 -18.3562 9.9360
O -14.5109 -23.2757 16.0178
H -16.2916 -21.2527 17.9584
H -13.5786 -21.1363 24.9864
N -6.1852 -12.6902 10.9393
H -12.6276 -6.1321 17.8485
H -15.0819 -17.1339 12.9994
H -10.9858 -20.0416 10.7157
H -10.1448 -13.5467 15.3659
H -13.7464 -8.5816 23.4150
H -4.8846 -11.6275 15.6865
H -5.0958 -15.6640 22.3444
C -7.8503 -6.9505 16.0143
C -2.8610 -23.4489 16.1954
H -13.6306 -4.1810 16.7379
H -13.2219 -25.3138 23.9810
H -17.4306 -18.1205 14.3122
H -6.0042 -20.8202 17.9268
H -14.0261 -6.4637 24.5834
H -17.8956 -2.6823 20.5145
C -13.3459 -22.6078 23.3988
H -4.6877 -16.8475 21.1214
O -12.5746 -5.6910 15.7573
H -15.2193 -20.6784 15.2414
H -16.0400 -17.7845 15.2706
H -11.6555 -8.2474 15.8633
H -17.2223 -1.5909 21.6063
H -12.6051 -18.0164 18.1162
```

- LUMO: 0.0111 Ha
- HOMO-LUMO gap: 8.977 eV
- Total energy: -3389.59480 Eh
- M: 1023.5 g/mol

Mulliken atomic charge list, values in e, 2 entries:
1 C -0.586
2 C -0.577

Below is a cluster of 2 separate species, C15H11Cl2F2N2O6 in total, with properties calculated with wB97M-V/def2-TZVPD.

XYZ file:
```
38
C15H11Cl2F2N2O6 wB97M-V/def2-TZVPD
C -0.3226 -0.3150 -1.2999
O -2.1908 2.0856 3.4215
F -0.4018 1.9026 2.1712
H 2.7310 -2.7441 -1.7557
H 3.6706 -1.2746 -0.2538
H -2.6089 -2.9588 2.9264
H 2.1072 -1.2664 0.5369
C -1.1890 2.0026 -1.7133
H 0.3412 -3.2102 -1.9246
C 2.6095 -1.0803 -0.4199
C -2.1053 0.4498 0.0722
H 1.8387 -1.3641 -2.4859
C 0.7128 -2.6330 -1.0675
H 5.0868 3.6335 -1.0089
O -4.2213 1.5774 0.2428
C -2.1215 -0.7535 0.7061
C -2.9987 -1.2301 1.8522
Cl 4.5836 1.3309 -1.0371
O -2.1057 2.1569 -2.5272
C -0.2925 -1.5521 -0.6792
Cl 2.7367 3.5735 -0.8764
C 2.0107 -1.9355 -1.5748
H 4.5148 3.0489 0.5704
C -1.7173 2.2084 2.3317
C -1.2271 -1.7568 0.3180
H 0.3727 -0.0676 -2.0937
O -0.2880 2.8395 -1.4907
N -2.4170 2.6970 1.2007
O -1.0866 -4.0742 1.2354
C -3.0508 1.5718 0.4696
C -1.2136 0.6745 -0.9536
H -1.6722 3.0602 0.5859
C 4.3625 3.0047 -0.5025
C -1.5401 -2.9627 1.1863
O -3.8028 -0.6225 2.5041
H 2.4147 -0.0327 -0.6457
N -2.6163 -2.5597 1.9969
F 1.0966 -3.4238 -0.0178
```

- Charge: -1
- LUMO: 0.0813 Ha
- HOMO-LUMO gap: 7.637 eV
- Total energy: -2259.39845 Eh
- M: 424.2 g/mol

natural (NBO) atomic charge list, values in e, 2 entries:
1 C -0.201
2 O -0.532

What did the second record say?
Below is a cluster of 2 separate species, C15H11Cl2F2N2O6 in total, with properties calculated with wB97M-V/def2-TZVPD.

XYZ file:
```
38
C15H11Cl2F2N2O6 wB97M-V/def2-TZVPD
C -0.3226 -0.3150 -1.2999
O -2.1908 2.0856 3.4215
F -0.4018 1.9026 2.1712
H 2.7310 -2.7441 -1.7557
H 3.6706 -1.2746 -0.2538
H -2.6089 -2.9588 2.9264
H 2.1072 -1.2664 0.5369
C -1.1890 2.0026 -1.7133
H 0.3412 -3.2102 -1.9246
C 2.6095 -1.0803 -0.4199
C -2.1053 0.4498 0.0722
H 1.8387 -1.3641 -2.4859
C 0.7128 -2.6330 -1.0675
H 5.0868 3.6335 -1.0089
O -4.2213 1.5774 0.2428
C -2.1215 -0.7535 0.7061
C -2.9987 -1.2301 1.8522
Cl 4.5836 1.3309 -1.0371
O -2.1057 2.1569 -2.5272
C -0.2925 -1.5521 -0.6792
Cl 2.7367 3.5735 -0.8764
C 2.0107 -1.9355 -1.5748
H 4.5148 3.0489 0.5704
C -1.7173 2.2084 2.3317
C -1.2271 -1.7568 0.3180
H 0.3727 -0.0676 -2.0937
O -0.2880 2.8395 -1.4907
N -2.4170 2.6970 1.2007
O -1.0866 -4.0742 1.2354
C -3.0508 1.5718 0.4696
C -1.2136 0.6745 -0.9536
H -1.6722 3.0602 0.5859
C 4.3625 3.0047 -0.5025
C -1.5401 -2.9627 1.1863
O -3.8028 -0.6225 2.5041
H 2.4147 -0.0327 -0.6457
N -2.6163 -2.5597 1.9969
F 1.0966 -3.4238 -0.0178
```

- Charge: -1
- LUMO: 0.0813 Ha
- HOMO-LUMO gap: 7.637 eV
- Total energy: -2259.39845 Eh
- M: 424.2 g/mol

natural (NBO) atomic charge list, values in e, 2 entries:
1 C -0.201
2 O -0.532

Question: Which of these has the highest M?
Answer: C46H118N8O15